w:
Below is C5H8FN in the gas phase, with properties calculated with ωB97M-V/def2-TZVPD.

Values from the calculation:
SMILES ... NC/C=C\C=C/F
Kohn-Sham gap ... 10.018 eV
LUMO level ... 1.06 eV
HOMO level ... -8.95 eV

Cartesian coordinates (Å):
F1 1.1716 -1.5782 -0.6518
N1 -1.8889 -1.0669 -0.2935
C1 0.6882 1.2646 -0.5338
C2 -1.3066 0.0554 0.4268
C3 1.8588 -0.7988 0.1936
C4 1.6927 0.5189 0.1969
C5 -0.6062 1.1080 -0.3945
H1 -2.1356 0.4991 0.9754
H2 -0.5619 -0.2825 1.1457
H3 -2.3689 -1.7050 0.2894
H4 -1.1293 -1.5241 -0.7489
H5 -1.2973 1.6642 -1.0685
H6 2.5833 -1.3789 0.7885
H7 1.0311 2.0330 -1.1958
H8 2.2691 1.1913 0.8704

Atom charges from the Mulliken analysis, given in e for atoms 1 to 6: number 1, F, carries -0.24; number 2, N, carries -0.64; number 3, C, carries -0.25; number 4, C, carries -0.54; number 5, C, carries -0.20; number 6, C, carries -0.39


x:
Below is 2 unconnected molecules or ions with the total composition C5H8FN, with properties calculated with ωB97M-V/def2-TZVPD.

Values from the calculation:
Kohn-Sham gap ... 10.213 eV
LUMO level ... 1.06 eV
HOMO level ... -9.15 eV

Cartesian coordinates (Å):
F1 2.0506 0.4343 0.1624
N1 3.2107 -0.5805 2.4906
C1 0.1464 0.3845 -1.2288
C2 -0.1910 0.0308 1.2961
C3 2.4148 -0.6088 3.3241
C4 -1.2477 0.3208 -1.5237
C5 0.6523 0.3857 0.0247
H1 -1.5747 -0.4849 -2.1626
H2 3.8357 -0.2122 1.8091
H3 -1.5567 1.2319 -1.9498
H4 -0.2745 -1.0165 1.2038
H5 -1.0791 0.5520 1.0482
H6 0.4394 0.4848 2.1302
H7 0.7942 0.6711 -2.0116
H8 -1.7661 0.4540 -0.5446

Atom charges from the Mulliken analysis, given in e for atoms 1 to 6: number 1, F, carries -0.30; number 2, N, carries -0.11; number 3, C, carries -0.28; number 4, C, carries -0.99; number 5, C, carries -0.18; number 6, C, carries -0.95


What should be chosen as the least stable of them? Choose x.


w:
Below is a molecular structure, C5H10PS2, with properties calculated with ωB97M-V/def2-TZVPD.

Values from the calculation:
Kohn-Sham gap ... 9.175 eV
LUMO level ... -4.05 eV
Charge ... +1
HOMO level ... -13.22 eV

Cartesian coordinates (Å):
S1 -1.8776 -1.2039 -0.8550
S2 1.2256 -1.2547 -1.4236
P1 0.0775 -0.2385 0.6769
C1 -1.0354 -1.6403 0.7019
C2 1.7895 -0.7520 0.3513
C3 -0.2939 -0.2438 -1.0972
C4 -0.3943 1.0700 -2.0859
C5 -0.1173 1.2441 1.8283
H1 -0.4084 -2.4239 0.5434
H2 0.2418 0.8138 2.7779
H3 0.5394 1.4879 -1.9253
H4 0.1762 2.1812 1.4397
H5 2.4190 0.1908 0.1564
H6 -1.1552 1.4109 1.8738
H7 -1.3136 1.7554 -2.0626
H8 -0.4514 0.8327 -3.1817
H9 -1.7591 -1.6883 1.4646
H10 2.3374 -1.5415 0.8171

Atom charges from the Mulliken analysis, given in e for atoms 1 to 6: number 1, S, carries -0.02; number 2, S, carries 0.01; number 3, P, carries 0.31; number 4, C, carries -0.81; number 5, C, carries -0.65; number 6, C, carries 0.36


x:
Below is a molecular structure, C5H10PS2, with properties calculated with ωB97M-V/def2-TZVPD.

Values from the calculation:
Kohn-Sham gap ... 7.373 eV
LUMO level ... -5.67 eV
Charge ... +1
HOMO level ... -13.04 eV

Cartesian coordinates (Å):
S1 2.3327 -0.2416 0.1218
S2 0.3209 1.5620 1.0281
P1 -0.8848 0.1733 -1.0185
C1 0.1969 -1.3399 1.3494
C2 0.4070 -0.1777 0.3322
C3 -0.5424 1.8712 -0.4973
C4 3.0755 -0.1460 -1.3195
C5 -2.3887 -0.2426 0.0116
H1 4.1649 -0.1708 -1.4233
H2 -1.5412 2.3325 -0.3610
H3 1.0108 -1.7317 1.9863
H4 -2.2355 -0.2306 1.0509
H5 -0.4816 -0.8400 2.0790
H6 -3.2821 0.2976 -0.2833
H7 -0.2843 -2.0734 0.8315
H8 -2.5269 -1.2406 -0.2669
H9 0.0043 2.3656 -1.2845
H10 2.6547 -0.1674 -2.3365

Atom charges from the Mulliken analysis, given in e for atoms 1 to 6: number 1, S, carries 0.17; number 2, S, carries -0.02; number 3, P, carries 0.02; number 4, C, carries -1.41; number 5, C, carries 0.44; number 6, C, carries -0.57


What should be chosen as the least stable of them? Choose x.


w:
Below is 2 unconnected molecules or ions with the total composition C2H5N3O2, with properties calculated with ωB97M-V/def2-TZVPD.

Values from the calculation:
SMILES ... [H]/N=N/C=O.[H]/N=C/O
Kohn-Sham gap ... 9.385 eV
LUMO level ... -0.23 eV
HOMO level ... -9.61 eV

Cartesian coordinates (Å):
O1 0.3224 -1.6581 1.6555
O2 1.3193 1.8535 -1.8806
N1 -1.2361 1.9012 0.3315
N2 -0.4189 -1.8359 -0.4304
N3 -0.0528 1.8384 0.0179
C1 0.4930 -2.1255 0.4266
C2 0.8896 2.2975 -0.8490
H1 1.3492 3.2309 -0.3948
H2 -0.3414 -1.0146 1.5742
H3 -1.3375 1.1981 1.0564
H4 1.2842 -2.7717 0.2968
H5 -0.4394 -2.2281 -1.4171

Atom charges from the Mulliken analysis, given in e for atoms 1 to 6: number 1, O, carries -0.49; number 2, O, carries -0.45; number 3, N, carries -0.44; number 4, N, carries -0.62; number 5, N, carries 0.24; number 6, C, carries 0.15


x:
Below is C2H5N3O2 in the gas phase, with properties calculated with ωB97M-V/def2-TZVPD.

Values from the calculation:
SMILES ... O/N=C/N/C=N/O
Kohn-Sham gap ... 9.024 eV
LUMO level ... 0.74 eV
HOMO level ... -8.28 eV

Cartesian coordinates (Å):
O1 2.7836 -0.9303 0.0620
O2 -2.7751 -0.9312 0.1736
N1 -0.0137 1.1637 -0.1402
N2 -1.4671 -0.6937 -0.2419
N3 1.4435 -0.6852 -0.1852
C1 -1.2279 0.5739 -0.0320
C2 1.2081 0.5885 0.0972
H1 -2.8814 -1.8327 -0.2165
H2 2.8736 -1.8610 -0.0036
H3 -2.0334 1.2257 0.2574
H4 0.0173 2.1850 -0.1697
H5 2.0724 1.1971 0.3990

Atom charges from the Mulliken analysis, given in e for atoms 1 to 6: number 1, O, carries -0.41; number 2, O, carries -0.40; number 3, N, carries -0.08; number 4, N, carries -0.34; number 5, N, carries -0.28; number 6, C, carries -0.08


y:
Below is C2H5N3O2 in the gas phase, with properties calculated with ωB97M-V/def2-TZVPD.

Values from the calculation:
SMILES ... N=C1NOCON1
Kohn-Sham gap ... 10.399 eV
LUMO level ... 0.85 eV
HOMO level ... -9.55 eV

Cartesian coordinates (Å):
O1 0.9054 1.0714 -0.3691
O2 1.0501 -1.2034 -0.2909
N1 -2.2423 -0.2457 -0.1971
N2 -0.2278 -1.2652 0.2588
N3 -0.3606 1.0978 0.2989
C1 1.6350 -0.0020 0.1265
C2 -1.0409 -0.1513 0.0623
H1 2.5974 0.1136 -0.3655
H2 -2.6196 0.6788 -0.2687
H3 -0.8274 1.8206 -0.1904
H4 1.7435 0.0686 1.2767
H5 -0.6129 -1.9832 -0.3416

Atom charges from the Mulliken analysis, given in e for atoms 1 to 6: number 1, O, carries -0.28; number 2, O, carries -0.25; number 3, N, carries -0.63; number 4, N, carries -0.30; number 5, N, carries -0.34; number 6, C, carries -0.03


z:
Below is 2 unconnected molecules or ions with the total composition C2H5N3O2, with properties calculated with ωB97M-V/def2-TZVPD.

Values from the calculation:
Kohn-Sham gap ... 9.800 eV
LUMO level ... -0.04 eV
HOMO level ... -9.84 eV

Cartesian coordinates (Å):
O1 0.6861 -1.4883 1.2364
O2 1.0879 0.9013 2.0656
N1 -1.2860 0.7884 -1.3772
N2 -0.5490 -0.4068 -1.7699
N3 0.4860 0.7771 0.8448
C1 0.1511 -0.9556 -0.8543
C2 0.5833 -0.5085 0.5049
H1 0.5344 -1.8444 -1.1820
H2 1.4843 0.0349 2.4263
H3 0.9688 1.4421 0.1399
H4 -2.6267 0.3962 -1.6556
H5 -1.5202 0.8636 -0.3790

Atom charges from the Mulliken analysis, given in e for atoms 1 to 6: number 1, O, carries -0.61; number 2, O, carries -0.45; number 3, N, carries -0.60; number 4, N, carries -0.33; number 5, N, carries -0.09; number 6, C, carries -0.26


What should be chosen as the least stable of them? Choose z.


w:
Below is 2 unconnected molecules or ions with the total composition C4H6ClNOS, with properties calculated with ωB97M-V/def2-TZVPD.

Values from the calculation:
Kohn-Sham gap ... 9.211 eV
LUMO level ... 0.12 eV
HOMO level ... -9.09 eV

Cartesian coordinates (Å):
Cl1 0.3704 2.8324 0.9210
S1 1.7079 -0.3037 0.3480
O1 -1.2965 0.2327 -1.6193
N1 0.5337 -1.6347 -0.1043
C1 -0.9382 1.6452 0.5984
C2 -0.5915 0.7485 -0.7112
C3 0.9159 0.5851 -1.0791
C4 0.2301 -2.5815 0.7638
H1 -0.6261 -3.3197 0.3989
H2 -1.8867 2.2306 0.4932
H3 -1.3078 0.7485 1.3571
H4 1.4360 1.5319 -1.6483
H5 0.8163 -2.5529 2.2620
H6 0.6364 -0.1624 -1.9802

Atom charges from the Mulliken analysis, given in e for atoms 1 to 6: number 1, Cl, carries -0.15; number 2, S, carries 0.01; number 3, O, carries -0.56; number 4, N, carries -0.28; number 5, C, carries -0.46; number 6, C, carries 0.56


x:
Below is C4H6ClNOS in the gas phase, with properties calculated with ωB97M-V/def2-TZVPD.

Values from the calculation:
SMILES ... ClN1CCS[C@]12CO2
Kohn-Sham gap ... 8.946 eV
LUMO level ... 0.40 eV
HOMO level ... -8.54 eV

Cartesian coordinates (Å):
Cl1 -2.1276 -1.3512 -0.8958
S1 1.5560 -0.7968 -0.3267
O1 0.0154 0.2657 -2.2283
N1 -1.0385 -0.1867 -0.0927
C1 0.2149 1.4846 -1.6380
C2 0.8117 -0.6488 1.3136
C3 0.0967 -0.0169 -0.9094
C4 -0.6662 -0.5123 1.2083
H1 1.1306 -1.4718 1.9170
H2 1.2142 0.2168 1.7887
H3 -0.4071 2.4444 -1.8714
H4 -1.0319 0.0870 1.9187
H5 -1.0223 -1.5735 1.4204
H6 1.2541 2.0596 -1.6044

Atom charges from the Mulliken analysis, given in e for atoms 1 to 6: number 1, Cl, carries -0.13; number 2, S, carries -0.17; number 3, O, carries -0.43; number 4, N, carries -0.18; number 5, C, carries -0.47; number 6, C, carries -0.49


What should be chosen as the least stable of them? Choose w.